DFT (the ωB97M-V functional and the def2-TZVPD basis) results for C13H8BNO4PtS2Se3Te as an isolated structure.

The geometry in XYZ format:
```
34
Properties=species:S:1:pos:R:3:forces:R:3
Pt 1.71553 -0.97543 -0.09409 0.430 -0.278 -0.044
Se 3.46590 -1.26941 -1.85696 -0.061 -0.069 -0.541
Se 4.12807 -1.41042 0.32441 -0.429 0.447 0.189
Te 0.82232 -0.50419 2.28969 -0.098 0.038 0.108
Se 0.67612 -2.55795 3.36023 -0.054 -0.122 0.060
O 2.37858 1.74026 -1.35336 -0.013 0.001 -0.053
B 1.94989 1.03503 -0.24643 0.003 -0.025 0.067
O 1.60635 1.91235 0.78788 0.029 -0.004 0.048
C 1.83593 3.17934 0.29266 -0.002 0.029 -0.028
C 1.65391 4.39404 0.91004 0.001 -0.037 0.005
C 1.97064 5.52171 0.15549 0.004 0.018 -0.015
C 2.44170 5.41358 -1.14916 -0.007 0.017 0.013
C 2.61797 4.17447 -1.76099 0.004 -0.027 -0.003
C 2.30326 3.06952 -1.00489 -0.016 0.007 0.021
H 1.28411 4.46438 1.92339 0.001 0.002 0.001
H 1.84555 6.50251 0.59397 0.000 -0.001 0.002
H 2.67540 6.31285 -1.70295 0.001 -0.001 0.000
H 2.98177 4.07830 -2.77415 0.000 -0.004 0.001
O -2.38207 0.11819 -1.32243 0.003 0.126 0.094
S -1.77248 -0.63068 -0.27447 0.033 -0.153 -0.310
O -1.50657 0.03831 0.98733 0.026 0.082 0.133
N -0.35592 -1.34634 -0.76278 0.361 0.028 0.143
C -0.37111 -2.66445 -0.51215 -0.043 -0.199 -0.033
S 1.07434 -3.48312 -0.41942 -0.180 0.034 0.177
C -1.70552 -3.18958 -0.15309 -0.064 0.054 -0.011
C -2.08629 -4.49818 0.08844 -0.010 0.007 -0.042
C -3.39842 -4.73186 0.47539 -0.003 0.001 0.006
C -4.30114 -3.68261 0.63480 -0.003 -0.003 -0.002
C -3.91608 -2.36603 0.41287 -0.015 0.012 -0.040
C -2.61214 -2.15754 0.01641 0.098 0.020 0.056
H -1.37168 -5.30310 -0.02073 -0.001 -0.002 -0.001
H -3.72664 -5.74480 0.66608 0.003 -0.001 -0.005
H -5.31555 -3.89557 0.94419 0.001 0.003 0.001
H -4.60573 -1.54356 0.54478 0.001 -0.002 0.007
```
Positions in Å, forces in eV/Å.

Its spin multiplicity is 1. The frontier orbital gap (alpha / beta) comes out at 4.8 / 4.8 eV. The calculation puts the strongest force on any atom at 0.6 eV/A. For the lowest unoccupied orbital energy (alpha / beta), the calculation gives -2.665 / -2.666 eV. Its molecular weight is 876.71 g/mol. For the energy relative to the best compared isomer or geometry (same formula, charge and spin), the calculation gives 29.1 kJ/mol.

Atom charges from the Mulliken analysis, given in e for atoms 1 to 8: 0.533, -0.359, -0.231, 0.360, -0.304, -0.196, 0.736, -0.083